{
  "formula": "C35H45CoIN5O3PSSi",
  "method": "ωB97M-V/def2-TZVPD",
  "symbols": ["Co", "C", "C", "C", "C", "N", "C", "S", "N", "C", "H", "H", "H", "H", "H", "H", "H", "H", "C", "Si", "C", "C", "O", "H", "H", "H", "H", "H", "H", "H", "H", "H", "C", "C", "C", "C", "C", "C", "N", "C", "C", "C", "C", "C", "C", "C", "O", "O", "C", "C", "H", "H", "H", "H", "H", "H", "H", "H", "H", "H", "H", "H", "H", "H", "I", "C", "C", "N", "N", "C", "H", "H", "H", "C", "P", "C", "C", "C", "C", "C", "C", "C", "H", "H", "H", "H", "H", "H", "H", "H", "H", "H", "H"],
  "coordinates": [[0.597, 0.821, -0.807], [4.756, 5.379, -3.654], [3.469, 4.623, -3.635], [2.658, 4.402, -4.707], [1.475, 3.657, -4.494], [1.097, 3.203, -3.318], [1.881, 3.447, -2.245], [1.479, 3.062, -0.658], [3.058, 4.125, -2.449], [0.573, 3.366, -5.652], [5.213, 5.321, -4.639], [5.457, 4.978, -2.923], [4.575, 6.426, -3.414], [2.939, 4.745, -5.689], [3.632, 4.244, -1.621], [1.148, 3.059, -6.524], [0.025, 4.271, -5.921], [-0.139, 2.594, -5.388], [3.702, -1.816, -2.365], [2.826, -0.344, -3.154], [1.873, -0.895, -4.688], [4.183, 0.806, -3.762], [1.860, 0.385, -2.106], [3.657, -2.712, -2.983], [3.264, -2.059, -1.397], [4.754, -1.595, -2.192], [2.225, -1.846, -5.086], [1.953, -0.161, -5.488], [0.813, -1.005, -4.457], [4.909, 0.239, -4.348], [4.719, 1.250, -2.921], [3.801, 1.603, -4.398], [-4.420, -2.975, 6.569], [-3.159, -3.151, 5.767], [-2.816, -4.413, 5.302], [-1.670, -4.592, 4.547], [-0.856, -3.516, 4.245], [-1.173, -2.243, 4.723], [-0.435, -1.084, 4.424], [0.807, -1.036, 3.793], [1.869, -1.853, 4.200], [3.107, -1.757, 3.595], [3.327, -0.837, 2.576], [2.287, -0.018, 2.183], [1.030, -0.092, 2.777], [-0.071, 0.790, 2.247], [-1.122, 0.925, 2.882], [0.100, 1.198, 1.057], [-2.332, -2.058, 5.494], [-2.675, -0.678, 5.986], [-4.985, -3.905, 6.603], [-5.065, -2.205, 6.145], [-4.205, -2.678, 7.597], [-3.456, -5.256, 5.528], [-1.413, -5.574, 4.178], [0.023, -3.660, 3.639], [-0.986, -0.256, 4.181], [1.720, -2.531, 5.025], [3.910, -2.397, 3.933], [4.296, -0.758, 2.105], [2.436, 0.707, 1.389], [-1.773, -0.128, 6.250], [-3.324, -0.712, 6.857], [-3.187, -0.089, 5.220], [0.299, -5.305, -0.626], [-0.070, -3.312, -0.341], [-0.964, -2.742, 0.544], [-0.857, -1.420, 0.388], [0.053, -1.090, -0.534], [0.534, -2.233, -1.000], [-1.656, -3.166, 1.249], [-1.351, -0.687, 0.878], [1.287, -2.241, -1.768], [-1.808, 1.005, -3.434], [-1.561, 1.402, -1.673], [-1.994, 3.162, -1.577], [-2.942, 0.550, -0.842], [-3.591, 1.108, 0.255], [-4.533, 0.379, 0.966], [-4.845, -0.917, 0.590], [-4.201, -1.488, -0.500], [-3.252, -0.765, -1.202], [-1.820, -0.073, -3.577], [-0.957, 1.398, -3.983], [-2.737, 1.429, -3.820], [-3.013, 3.346, -1.923], [-1.279, 3.708, -2.200], [-1.877, 3.518, -0.554], [-3.342, 2.105, 0.588], [-5.014, 0.825, 1.825], [-5.571, -1.487, 1.151], [-4.429, -2.503, -0.797], [-2.731, -1.245, -2.021]],
  "largest_force_ev_per_a": 1.3,
  "energy_ha": -4569.86339,
  "lumo_energy_ev": [-0.362, -0.356],
  "homo_lumo_gap_ha": [0.2428, 0.2431],
  "homo_ev": [-6.968, -6.972],
  "spin_multiplicity": 2
}



{
  "formula": "C35H45F4N4PSSn",
  "method": "ωB97M-V/def2-TZVPD",
  "symbols": ["Sn", "C", "N", "C", "C", "C", "N", "C", "C", "F", "C", "F", "C", "C", "F", "C", "F", "H", "H", "H", "H", "H", "H", "H", "H", "H", "H", "H", "C", "C", "C", "P", "C", "C", "C", "C", "C", "C", "C", "C", "C", "C", "N", "C", "C", "C", "C", "C", "C", "C", "C", "C", "H", "H", "H", "H", "H", "H", "H", "H", "H", "H", "H", "H", "H", "H", "H", "H", "H", "H", "H", "H", "H", "H", "H", "H", "H", "H", "H", "H", "H", "H", "H", "S", "C", "C", "C", "N", "H", "H", "H"],
  "coordinates": [[-0.588, -1.488, 0.328], [-2.727, -0.672, -1.946], [-1.668, -1.672, -1.958], [-0.790, -1.445, -3.099], [-2.173, -3.048, -2.002], [-3.172, -3.365, -0.904], [-2.626, -2.989, 0.385], [-3.384, -3.119, 1.471], [-2.806, -2.913, 2.759], [-1.477, -2.655, 2.820], [-3.495, -2.973, 3.938], [-2.831, -2.771, 5.093], [-4.855, -3.240, 3.985], [-5.453, -3.479, 2.766], [-6.777, -3.756, 2.742], [-4.773, -3.442, 1.567], [-5.525, -3.721, 0.462], [-3.357, -0.737, -2.848], [-2.286, 0.324, -1.889], [-3.349, -0.807, -1.066], [-1.361, -1.390, -4.037], [-0.078, -2.264, -3.175], [-0.241, -0.513, -2.967], [-1.300, -3.692, -1.873], [-2.636, -3.270, -2.977], [-3.372, -4.445, -0.944], [-4.117, -2.856, -1.118], [-5.409, -3.272, 4.910], [4.619, -0.807, 2.057], [3.324, -1.525, 1.691], [2.281, -1.297, 2.792], [2.497, -1.042, 0.074], [3.408, -2.064, -1.208], [4.891, -1.850, -1.500], [2.601, -1.918, -2.500], [3.026, 0.678, -0.224], [4.375, 0.976, -0.441], [4.868, 2.259, -0.601], [6.342, 2.519, -0.794], [3.955, 3.308, -0.513], [2.619, 3.074, -0.311], [2.074, 1.758, -0.176], [0.773, 1.585, 0.048], [-0.052, 2.702, -0.067], [-0.566, 3.310, 1.093], [-0.115, 2.815, 2.437], [-1.477, 4.351, 0.982], [-1.916, 4.814, -0.251], [-2.949, 5.910, -0.351], [-1.376, 4.239, -1.395], [-0.438, 3.216, -1.323], [0.169, 2.650, -2.576], [4.936, -1.112, 3.058], [4.470, 0.273, 2.061], [5.429, -1.037, 1.365], [3.515, -2.599, 1.598], [2.013, -0.237, 2.836], [2.667, -1.599, 3.769], [1.371, -1.865, 2.591], [3.280, -3.083, -0.828], [5.058, -0.904, -2.015], [5.235, -2.651, -2.162], [5.503, -1.880, -0.598], [2.611, -0.875, -2.830], [1.570, -2.210, -2.310], [3.004, -2.546, -3.299], [5.089, 0.164, -0.479], [6.874, 1.589, -1.001], [6.784, 2.964, 0.103], [6.523, 3.207, -1.623], [4.310, 4.331, -0.597], [1.938, 3.912, -0.217], [0.974, 2.842, 2.507], [-0.426, 1.778, 2.575], [-0.544, 3.414, 3.242], [-1.871, 4.805, 1.887], [-3.358, 6.146, 0.632], [-3.771, 5.611, -1.007], [-2.520, 6.827, -0.762], [-1.699, 4.599, -2.369], [-0.471, 2.823, -3.444], [0.347, 1.581, -2.452], [1.143, 3.106, -2.769], [1.084, -4.848, -0.189], [0.412, -3.424, -0.265], [-5.768, 0.223, 0.813], [-4.379, 0.026, 1.183], [-3.284, -0.148, 1.478], [-5.881, 0.117, -0.265], [-6.091, 1.221, 1.108], [-6.381, -0.527, 1.312]],
  "charge": -1,
  "largest_force_ev_per_a": 0.8,
  "energy_ha": -2932.95979,
  "lumo_energy_ev": [2.400, 2.397],
  "homo_lumo_gap_ha": [0.2165, 0.2169],
  "homo_ev": [-3.490, -3.505],
  "de_lowest_kj_mol": 199.0,
  "spin_multiplicity": 2
}